1.
# C9H17N3O3Zn

C9H17N3O3Zn as an isolated structure (ωB97M-V with the def2-TZVPD basis set, OMol25).

Positions of all 33 atoms, in Å:
Zn1 -0.511 0.290 0.740
O1 -0.107 1.639 -2.434
C1 -0.242 0.832 -3.361
O2 1.894 -1.444 -1.778
C2 1.362 -1.440 -2.854
O3 1.662 -2.402 -3.894
N1 0.392 -0.516 -3.582
C3 1.223 -2.114 -5.135
C4 0.336 -0.881 -4.992
H1 0.611 -2.919 -5.564
H2 2.007 -1.916 -5.826
H3 -0.700 -1.032 -5.349
H4 0.745 -0.032 -5.599
C5 -1.055 1.534 -4.469
C6 -1.615 2.681 -4.096
H5 -1.140 1.205 -5.510
H6 -1.615 3.021 -3.060
H7 -2.141 3.423 -4.723
N2 -1.473 -1.211 1.753
C7 -1.557 -0.068 2.815
C8 -0.154 0.207 3.441
C9 1.217 0.424 2.721
N3 1.075 1.342 1.485
H8 -1.031 -2.098 2.037
H9 -2.342 -1.419 1.212
H10 -1.869 0.837 2.232
H11 -2.407 -0.232 3.553
H12 -0.238 1.095 4.089
H13 -0.022 -0.627 4.149
H14 2.028 0.788 3.403
H15 1.644 -0.526 2.343
H16 1.934 1.364 0.851
H17 0.836 2.336 1.750

* frontier orbital gap: 5.9 eV
* LUMO: -0.3438 Ha
* net charge: +2
* maximum force: 5.5 eV/A

---

2.
# C2H6AgO2

C2H6AgO2 as an isolated structure (ωB97M-V with the def2-TZVPD basis set, OMol25).

Positions of all 11 atoms, in Å:
C1 -1.787 -1.229 -0.212
C2 -2.154 0.238 -0.065
O1 -1.092 1.085 0.037
H1 -0.524 -1.929 -0.114
H2 -1.522 -1.330 -1.278
H3 -1.847 -1.621 0.817
H4 -2.814 0.387 0.823
H5 -2.789 0.562 -0.930
O2 1.152 -1.422 0.185
H6 1.635 -2.083 -0.312
Ag1 1.277 0.809 0.418

* energy above the lowest of the compared OMol25 structures with the same formula, charge and spin: 56.9 kcal per mole
* frontier orbital gap (spin up / spin down): 7.9 / 6.5 eV
* LUMO (spin up / spin down): -0.0265 / -0.0582 Ha
* <S²>: 0.77
* multiplicity: 2
* maximum force: 2.9 eV/A

---

Calculated total energy for every record listed, in sequence, given in a.u.: -2521.7458 -376.9804.